Record 1
DFT (ωB97M-V/def2-TZVPD) results for a gas-phase ion, C10H20N3O2 (charge +1).

The geometry in ORCA input format:
```
! RIJCOSX wB97M-V def2-TZVPD def2/J DEFGRID3
* xyz 1 1
H -1.64 1.76 -1.46
H -2.03 -0.21 1.71
H 2.38 -2.86 -0.32
H -3.93 0.49 0.98
H 1.23 -0.78 -1.17
H -2.40 2.22 0.77
O -3.37 0.14 0.16
H -0.18 2.39 1.85
C -0.89 2.13 -0.79
H 1.82 0.27 1.28
C -0.15 -2.99 0.21
H 2.35 -2.10 1.20
C 1.29 -0.87 -0.17
H 0.61 2.17 -1.99
C -0.09 -1.45 0.43
C 1.56 1.63 -0.34
C -1.46 1.60 0.57
C 2.53 2.55 -0.28
H -1.11 -3.35 -0.28
C 2.37 -1.81 0.23
H -0.14 -1.20 1.48
N -1.76 -1.19 -1.35
H -2.69 -0.96 -1.44
N 1.65 0.42 0.30
C -1.29 -0.83 -0.18
O -0.65 1.64 1.82
H -1.23 -1.40 -2.15
H 0.62 -3.23 -0.48
H -0.99 3.24 -0.67
H 3.43 -1.45 0.04
H 2.47 3.52 -0.74
H -0.07 -3.55 1.07
N 0.44 1.68 -1.20
C -2.05 0.11 0.64
H 3.37 2.29 0.28
*
```

Values from the calculation:
DFT total energy = -19250.1200 eV
ΔE to the lowest compared entry with this formula, charge and spin = 347.9 kJ/mol
SMILES = C=C1NC[C@H](O)[C@@H](O)C(=[NH2+])[C@@H](C)[C@H](C)N1
HOMO energy = -11.3 eV
frontier orbital gap = 6.885 eV



Record 2
DFT (ωB97M-V/def2-TZVPD) results for C4H10N2O2S in the gas phase.

The geometry in ORCA input format:
```
! RIJCOSX wB97M-V def2-TZVPD def2/J DEFGRID3
* xyz 0 1
H -2.09 -0.59 2.89
H 2.97 0.57 -0.25
H 2.18 0.99 -1.83
H -1.64 -0.56 0.22
C -0.82 -0.67 1.03
H 2.69 -0.78 -1.28
N 0.94 -0.05 -0.62
O -0.76 -1.50 -1.90
H -1.53 1.67 -1.56
S -0.47 -0.11 -1.87
C 2.32 0.25 -1.02
H -0.60 0.48 2.90
C -1.35 0.03 2.31
O 0.32 0.46 -3.00
H 1.32 0.16 1.37
H -0.45 -1.76 1.09
H -2.21 0.78 1.99
C 0.53 -0.15 0.57
N -1.37 0.78 -1.05
*
```

Values from the calculation:
DFT total energy = -22217.2402 eV
ΔE to the lowest compared entry with this formula, charge and spin = 254.6 kJ/mol
HOMO energy = -9.6 eV
frontier orbital gap = 9.961 eV



Record 3
DFT (ωB97M-V/def2-TZVPD) results for C7H10 in the gas phase.

The geometry in ORCA input format:
```
! RIJCOSX wB97M-V def2-TZVPD def2/J DEFGRID3
* xyz 0 1
C -2.49 0.03 -0.13
H -0.85 -1.94 -0.23
C 2.19 -0.17 -0.08
H 0.73 -0.46 -1.54
C -0.49 -1.13 0.30
H -0.35 2.28 0.39
H 2.87 0.23 -0.80
H 2.67 -0.53 0.81
H -0.30 -1.65 1.36
C 0.98 -0.71 -0.54
H 1.19 0.63 1.48
H -3.29 0.63 -0.13
C -0.11 1.39 -0.04
C -1.16 0.29 0.03
C 1.05 0.65 0.33
H 0.02 1.70 -1.00
H -2.68 -1.23 -0.22
*
```

Values from the calculation:
DFT total energy = -7414.1028 eV
ΔE to the lowest compared entry with this formula, charge and spin = 668.8 kJ/mol
SMILES = C=C1C[C@@H]2C[C@H]2C1
HOMO energy = -7.8 eV
frontier orbital gap = 8.797 eV



Record 4
DFT (ωB97M-V/def2-TZVPD) results for a molecular structure, CH6N4O2.

The geometry in ORCA input format:
```
! RIJCOSX wB97M-V def2-TZVPD def2/J DEFGRID3
* xyz 0 1
N 0.39 0.62 -0.30
N -0.90 0.45 -0.07
C 1.33 0.34 0.65
H -2.51 -1.08 -2.67
N -1.73 -0.27 0.56
H -2.98 -0.79 -2.04
O 1.20 -0.12 1.71
H 2.46 0.76 -0.98
H -0.48 -0.86 1.98
H 3.40 0.32 0.30
O -1.45 -0.87 1.72
N 2.53 0.67 0.06
H -1.27 0.82 -0.90
*
```

Values from the calculation:
DFT total energy = -11185.0581 eV
ΔE to the lowest compared entry with this formula, charge and spin = 381.4 kJ/mol
HOMO energy (spin up / spin down) = -9.1 / -9.1 eV
frontier orbital gap (spin up / spin down) = 9.203 / 9.203 eV



Record 5
DFT (ωB97M-V/def2-TZVPD) results for a gas-phase ion, C6H11BNO3 (charge +1).

The geometry in ORCA input format:
```
! RIJCOSX wB97M-V def2-TZVPD def2/J DEFGRID3
* xyz 1 1
C 2.50 0.65 -0.25
H -0.08 -2.93 -0.09
O -2.52 -0.82 -0.26
O 0.19 -1.13 1.62
H 0.65 -0.58 2.26
H 2.44 -1.45 -0.39
H 0.03 -2.02 -1.42
C 1.75 1.86 0.16
C -0.33 0.62 -0.26
H -3.54 1.77 0.16
C 0.37 1.83 0.23
C 1.93 -0.57 -0.14
H 2.37 2.73 0.51
H -1.10 -1.87 -0.34
H -0.17 0.48 -1.39
C 0.47 -0.79 0.32
H 3.56 0.55 -0.53
H -0.35 2.60 0.44
B -1.93 0.36 -0.05
H -3.51 -0.76 -0.21
N -0.11 -1.97 -0.49
O -2.61 1.45 0.16
*
```

Values from the calculation:
DFT total energy = -14703.6451 eV
ΔE to the lowest compared entry with this formula, charge and spin = 101.5 kJ/mol
SMILES = [NH3+][C@@]1(O)C=CC=C[C@@H]1B(O)O
HOMO energy = -12.4 eV
frontier orbital gap = 9.198 eV



Record 6
DFT (ωB97M-V/def2-TZVPD) results for a molecular structure, C41H40MnN7O7S2.

The geometry in ORCA input format:
```
! RIJCOSX wB97M-V def2-TZVPD def2/J DEFGRID3
* xyz 0 5
C 1.12 -4.19 2.75
S 2.26 -2.71 -1.39
H -0.01 -5.67 1.71
H 3.90 0.39 -1.53
C -3.53 0.77 1.24
H 5.20 0.52 1.93
C 3.31 2.52 1.88
C -3.66 -0.05 3.51
C 1.94 -3.07 2.61
Mn 0.77 -0.53 -2.18
O -5.51 -2.28 -0.94
C 5.00 1.11 1.03
C -0.94 2.31 -2.71
H 1.32 3.57 -5.50
H -4.13 -1.14 -5.39
H 0.11 -0.43 4.56
H 4.47 -1.22 -1.95
C -0.85 -0.71 -4.70
H 0.58 -4.83 -0.55
C -3.40 0.97 2.60
H 5.12 0.48 0.15
C -2.00 -0.82 -5.45
N -4.43 -1.49 -2.76
C -3.21 -1.07 -4.82
N 0.28 1.71 -2.89
O 3.49 -3.37 -1.75
H -5.14 -1.98 -3.27
H 2.04 1.75 -3.99
C -2.03 -1.16 -2.76
H 0.68 4.61 2.33
H -1.08 -2.33 3.48
H 0.12 -0.48 -5.13
C -0.63 3.69 -4.54
H 2.13 5.41 4.19
H -1.25 -2.49 1.03
C -3.51 0.17 5.00
O 4.01 0.09 -4.26
C -0.64 -1.56 2.86
O 1.09 -2.91 -2.23
H 4.32 4.31 4.57
H -4.28 -2.10 3.68
C 3.68 3.99 3.76
H 0.21 1.45 -0.56
N -1.40 3.26 -3.56
C 0.04 -0.48 3.48
C -1.23 4.71 -5.47
C 0.57 0.51 2.71
C 0.66 3.20 -4.72
C -4.05 -1.28 3.00
C -0.16 -0.67 0.68
H 5.08 2.50 3.10
S -1.93 1.90 -1.36
C 0.64 -4.81 1.61
C 2.46 4.60 3.55
H -1.77 5.46 -4.89
H -4.33 -0.30 5.55
H -2.58 -0.26 5.37
H -1.96 -0.70 -6.53
H 2.30 -2.55 3.49
H -3.33 1.58 0.55
H 1.08 3.37 -0.12
H -3.49 0.13 -1.19
C -3.23 -1.23 -3.44
C 1.06 2.20 -3.87
H -0.22 -5.16 4.13
H 1.04 1.36 3.18
H -3.50 1.23 5.24
H 5.70 1.94 0.96
H 0.78 -3.90 4.86
O -0.20 -0.81 -0.60
H -1.95 4.22 -6.13
C 1.79 -3.23 0.22
C 4.12 2.96 2.93
C 1.65 4.16 2.51
C 3.61 -0.56 -1.98
H -0.47 5.19 -6.08
H -4.48 -2.48 1.27
C -3.90 -0.48 0.74
O 1.93 -0.45 -3.65
C -4.17 -1.51 1.63
C 0.46 0.45 1.29
N -0.89 -0.88 -3.38
N -3.92 -0.63 -0.67
N 1.24 2.70 0.61
C -4.66 -1.53 -1.39
H -3.11 1.95 2.97
C 2.28 -2.59 1.35
H 1.49 -5.46 4.45
C -0.74 -1.66 1.51
H 2.87 -1.69 1.24
O 3.66 1.57 1.00
C 0.69 1.53 0.41
H -1.96 -1.30 -1.70
C 0.77 -4.70 4.12
C 2.06 3.12 1.70
C 0.97 -4.35 0.34
N 2.45 -1.10 -1.24
C 3.24 -0.29 -3.42
*
```

Values from the calculation:
expectation value of S² = 6.06
DFT total energy = -120923.0251 eV
ΔE to the lowest compared entry with this formula, charge and spin = 0.0 kJ/mol
HOMO energy (spin up / spin down) = -7.6 / -7.6 eV
frontier orbital gap (spin up / spin down) = 6.815 / 6.791 eV



Record 7
DFT (ωB97M-V/def2-TZVPD) results for 2 unconnected molecules or ions with the total composition C5H9P.

The geometry in ORCA input format:
```
! RIJCOSX wB97M-V def2-TZVPD def2/J DEFGRID3
* xyz 0 1
H -1.79 1.06 -1.37
C 1.14 -1.80 0.23
H 2.50 1.17 -0.67
H 1.23 2.10 0.05
H 0.57 -2.72 0.05
H 1.99 -1.69 -0.32
C -2.05 -0.60 0.16
H -2.01 -1.72 0.31
P 0.44 -0.28 -0.20
H 1.94 1.01 1.07
H -1.17 1.48 1.68
C 1.71 1.10 0.05
C -1.23 0.17 -0.82
H -3.16 -0.35 0.30
C -1.00 0.26 0.69
*
```

Values from the calculation:
DFT total energy = -14613.0191 eV
ΔE to the lowest compared entry with this formula, charge and spin = 511.4 kJ/mol
HOMO energy = -7.6 eV
frontier orbital gap = 8.251 eV



Record 8
DFT (ωB97M-V/def2-TZVPD) results for 5 unconnected molecules or ions with the total composition CH12NO5.

The geometry in ORCA input format:
```
! RIJCOSX wB97M-V def2-TZVPD def2/J DEFGRID3
* xyz -1 1
H 0.06 1.53 2.01
H -1.31 2.12 2.34
H 1.35 -2.81 -0.91
H -0.59 -2.78 -0.13
H -0.53 0.94 -2.53
O 1.44 -2.08 -1.54
H 1.47 -0.21 1.51
O -0.39 2.40 2.19
H 1.02 0.93 -1.61
H -1.68 0.10 -0.59
C -0.06 1.03 -1.54
O -0.77 -2.95 0.80
O 0.55 0.07 1.57
O -0.25 2.44 -1.19
H 1.06 -1.35 -1.02
H -0.16 0.09 0.33
N -0.69 0.14 -0.66
H -0.50 -2.12 1.23
H -0.03 2.54 -0.26
*
```

Values from the calculation:
DFT total energy = -12960.6037 eV
ΔE to the lowest compared entry with this formula, charge and spin = 34.8 kJ/mol
HOMO energy = -4.8 eV
frontier orbital gap = 8.623 eV



Record 9
DFT (ωB97M-V/def2-TZVPD) results for C3H3ClN2OS in the gas phase.

The geometry in ORCA input format:
```
! RIJCOSX wB97M-V def2-TZVPD def2/J DEFGRID3
* xyz 0 1
C 0.07 -0.41 -0.76
C -0.07 -1.00 1.29
N -0.03 0.73 -0.08
H 0.73 2.28 -0.74
O -0.21 2.04 -0.52
H 0.19 -1.89 -2.50
H -0.15 -1.75 2.10
C -0.23 0.38 1.27
Cl -0.52 1.56 2.47
S 0.18 -0.50 -2.50
N 0.03 -1.45 -0.01
*
```

Values from the calculation:
DFT total energy = -31542.7096 eV
ΔE to the lowest compared entry with this formula, charge and spin = 176.0 kJ/mol
SMILES = On1c(Cl)cnc1S
HOMO energy = -8.4 eV
frontier orbital gap = 8.743 eV



Record 10
DFT (ωB97M-V/def2-TZVPD) results for 2 unconnected molecules or ions with the total composition C4H10NS.

The geometry in ORCA input format:
```
! RIJCOSX wB97M-V def2-TZVPD def2/J DEFGRID3
* xyz 1 1
H 0.85 1.23 0.18
N -1.47 0.60 -0.51
H -0.34 -0.56 -1.99
S 0.21 -0.94 1.52
C 2.12 0.02 -1.00
H -1.46 1.48 0.01
H 1.96 -0.99 -1.30
H 2.42 0.62 -1.91
H -2.46 0.18 -0.53
H -2.04 -1.49 1.18
H 2.96 -0.12 -0.17
C -0.36 0.11 -1.07
C 0.78 0.50 -0.50
H 0.22 0.06 2.45
H -1.95 -0.03 2.15
C -1.46 -0.68 1.50
*
```

Values from the calculation:
DFT total energy = -16625.5804 eV
ΔE to the lowest compared entry with this formula, charge and spin = 326.7 kJ/mol
HOMO energy (spin up / spin down) = -13.3 / -13.3 eV
frontier orbital gap (spin up / spin down) = 8.364 / 8.365 eV



Record 11
DFT (ωB97M-V/def2-TZVPD) results for a molecular structure, C22H47AlNO4.

The geometry in ORCA input format:
```
! RIJCOSX wB97M-V def2-TZVPD def2/J DEFGRID3
* xyz -1 1
H 1.38 0.06 -1.76
C -2.75 -0.97 -2.19
H -2.48 -0.94 -3.26
H -1.70 4.36 4.24
C 0.50 -0.18 -2.38
C 2.37 -1.53 -3.56
H 0.82 1.45 -3.82
C -2.51 5.00 3.86
C -0.90 5.57 1.95
H -0.89 1.05 -3.54
O -4.53 2.75 2.33
H -5.29 -0.50 0.62
H 1.48 -3.09 1.75
H -6.91 -0.70 -0.03
H 0.54 -0.83 -4.43
H 1.39 -2.46 -1.21
H -2.96 6.18 2.12
C -0.50 -2.44 -0.08
Al -1.00 -0.77 -1.14
H 2.89 -1.25 -2.64
O -3.72 4.22 3.84
C 0.95 -2.93 -0.33
H -0.58 -2.15 0.98
H 4.88 -3.52 2.02
H 0.01 1.96 -2.34
C -5.47 -2.22 -0.66
H 3.24 -4.32 0.71
H -2.48 0.55 1.88
H 0.33 -2.16 -3.28
H -5.83 -2.88 0.14
H 5.79 -0.05 -0.26
C 3.94 0.30 0.78
H -3.45 -0.14 -2.03
C -3.79 3.62 2.62
H 6.15 -1.47 1.60
C 1.89 -2.67 0.84
H -3.72 -3.46 -0.44
C 4.55 1.69 1.07
C -1.28 0.76 0.20
H -3.07 1.59 0.82
C -3.95 -2.43 -0.74
C 4.37 -2.68 1.54
H -5.93 -2.50 -1.60
C 0.09 1.14 -3.06
C 0.86 -1.23 -3.46
H 4.41 2.36 0.22
H 5.61 1.60 1.29
H -1.19 -3.27 -0.22
H -5.59 -0.09 -1.06
H 4.45 -0.99 -0.88
H -3.46 -1.77 -0.02
C -2.32 5.33 2.40
H -2.63 5.86 4.51
N -2.63 0.68 0.89
H -1.28 1.69 -0.40
H 2.83 -0.97 -4.37
H 4.05 2.14 1.93
C 4.92 -0.64 0.04
H 2.58 -2.59 -3.73
H 3.58 -3.04 -0.45
H 3.61 -0.12 1.72
C 3.29 -3.23 0.59
O -2.87 4.16 1.78
H 6.01 -2.47 0.17
H -0.54 6.52 2.35
H 3.05 0.45 0.17
H -0.85 5.60 0.87
C 5.43 -1.83 0.85
O -3.44 -2.24 -2.04
C -5.85 -0.79 -0.27
H -0.47 0.84 0.94
H 1.96 -1.58 0.96
H -0.25 4.76 2.30
H 0.94 -4.01 -0.54
H 3.89 -2.12 2.35
*
```

Values from the calculation:
DFT total energy = -39853.9981 eV
HOMO energy = -3.7 eV
frontier orbital gap = 5.992 eV



Record 12
DFT (ωB97M-V/def2-TZVPD) results for C11H13NO in the gas phase.

The geometry in ORCA input format:
```
! RIJCOSX wB97M-V def2-TZVPD def2/J DEFGRID3
* xyz 0 3
C -2.95 -0.43 0.19
H -0.40 2.65 -1.23
C 1.92 -0.79 1.61
H 0.89 -0.20 -2.72
C 1.23 -0.62 -0.56
O 2.10 -1.25 0.27
H 1.80 0.35 1.77
C -2.22 0.67 -0.16
H 0.95 1.54 -0.94
C -2.25 -1.67 0.37
H -0.47 3.39 0.76
C -0.87 -1.74 0.20
H -2.84 1.54 -0.13
C 0.01 1.78 -0.57
C 0.17 2.41 0.89
C -0.21 -0.60 -0.32
H -4.03 -0.18 0.37
C -0.86 0.64 -0.46
H 1.04 -1.31 1.91
N 0.81 1.86 1.74
H -0.26 -2.67 0.57
H 2.34 -1.33 -2.39
H -2.63 -2.63 0.69
C 1.68 -0.42 -2.01
H 2.74 -1.38 2.22
H 2.30 0.40 -2.07
*
```

Values from the calculation:
expectation value of S² = 2.02
DFT total energy = -15149.4742 eV
ΔE to the lowest compared entry with this formula, charge and spin = 145.7 kJ/mol
HOMO energy (spin up / spin down) = -6.6 / -9.1 eV
frontier orbital gap (spin up / spin down) = 7.397 / 8.015 eV